No. 1
# C51H66AsBrHfN5O3SSbSi3

A structure of composition C51H66AsBrHfN5O3SSbSi3 in a non-equilibrium geometry (the ωB97M-V functional and the def2-TZVPD basis, OMol25).

XYZ file:
```
133
C51H66AsBrHfN5O3SSbSi3 the ωB97M-V functional and the def2-TZVPD basis
Hf -0.07 0.26 0.06
O 1.11 4.01 3.49
C -0.23 4.26 3.32
C -0.75 5.41 3.90
C -2.09 5.71 3.74
C -2.93 4.86 3.03
C -2.40 3.72 2.45
C -1.06 3.42 2.58
C -0.45 2.22 1.90
O -1.28 1.53 1.04
N 0.06 1.29 2.93
N 0.24 0.03 2.42
C 0.12 -0.91 3.42
C 0.55 -2.17 3.38
Br -1.33 -1.96 0.29
C 1.01 -3.33 3.75
C 0.29 -4.59 3.98
C 0.96 -5.60 4.67
C 0.33 -6.81 4.93
C -0.98 -7.01 4.50
C -1.65 -6.00 3.82
C -1.02 -4.79 3.57
H 1.28 3.07 3.36
H -0.09 6.06 4.46
H -2.49 6.61 4.19
H -3.98 5.10 2.91
H -3.02 3.05 1.87
H 0.43 2.59 1.36
H -0.51 1.31 3.77
H -0.24 -0.54 4.37
H 2.08 -3.34 3.99
H 1.98 -5.44 5.00
H 0.85 -7.59 5.47
H -1.47 -7.95 4.70
H -2.67 -6.16 3.49
H -1.54 -4.01 3.04
O 1.92 1.06 0.31
N 2.45 2.23 -0.08
C 3.67 2.54 0.42
C 4.29 3.69 0.05
C 3.65 4.54 -0.86
C 2.41 4.20 -1.35
C 1.77 3.01 -0.96
S 0.22 2.52 -1.47
H 4.06 1.80 1.11
H 5.26 3.93 0.46
H 4.12 5.46 -1.17
H 1.89 4.84 -2.05
C -4.15 -2.84 -1.77
Si -3.34 -1.64 -2.97
C -1.80 -2.42 -3.70
C -4.55 -1.32 -4.36
Sb -2.62 0.55 -1.83
Si -2.86 2.28 -3.72
C -2.78 4.01 -2.98
C -1.42 1.98 -4.88
C -4.47 2.15 -4.68
Si -4.70 1.04 -0.41
C -4.49 0.12 1.20
C -6.25 0.45 -1.30
C -4.84 2.90 -0.12
H -4.74 -3.55 -2.34
H -4.81 -2.34 -1.06
H -3.40 -3.39 -1.20
H -2.04 -3.38 -4.17
H -1.06 -2.59 -2.91
H -1.35 -1.77 -4.46
H -4.81 -2.29 -4.81
H -4.13 -0.69 -5.15
H -5.48 -0.86 -4.02
H -2.05 4.10 -2.18
H -3.76 4.29 -2.59
H -2.52 4.72 -3.77
H -0.48 2.25 -4.40
H -1.53 2.58 -5.79
H -1.37 0.93 -5.18
H -5.32 1.84 -4.07
H -4.39 1.46 -5.52
H -4.70 3.14 -5.08
H -4.38 -0.95 1.04
H -5.36 0.28 1.84
H -3.60 0.46 1.73
H -6.31 -0.64 -1.34
H -6.30 0.83 -2.32
H -7.13 0.81 -0.77
H -3.89 3.42 -0.26
H -5.19 3.09 0.89
H -5.57 3.33 -0.81
C 1.91 0.30 -5.12
N 1.43 -0.84 -4.34
C 1.58 -2.19 -4.89
C 1.00 -0.67 -3.13
N 0.59 -0.50 -2.06
H 2.96 0.15 -5.38
H 1.81 1.21 -4.52
H 1.31 0.41 -6.02
H 2.63 -2.43 -5.01
H 1.08 -2.24 -5.86
H 1.12 -2.91 -4.22
C 1.31 -6.40 -0.63
C 2.19 -6.09 0.39
C 2.50 -4.76 0.66
C 1.95 -3.74 -0.09
C 1.07 -4.07 -1.13
C 0.75 -5.39 -1.40
As 2.33 -1.85 0.13
C 3.71 -1.78 1.50
C 4.85 -2.57 1.43
C 5.83 -2.48 2.40
C 5.69 -1.58 3.45
C 4.56 -0.77 3.52
C 3.58 -0.87 2.55
C 3.54 -1.66 -1.41
C 4.08 -2.77 -2.05
C 5.00 -2.61 -3.09
C 5.38 -1.34 -3.49
C 4.84 -0.23 -2.86
C 3.93 -0.39 -1.83
H 1.06 -7.44 -0.83
H 2.62 -6.87 1.00
H 3.19 -4.53 1.47
H 0.63 -3.28 -1.72
H 0.06 -5.62 -2.20
H 4.99 -3.25 0.60
H 6.72 -3.10 2.34
H 6.45 -1.51 4.21
H 4.45 -0.06 4.33
H 2.71 -0.23 2.59
H 3.80 -3.77 -1.75
H 5.42 -3.48 -3.57
H 6.10 -1.21 -4.29
H 5.14 0.77 -3.16
H 3.51 0.48 -1.34
```

Its total charge is +1. The value obtained for the highest occupied orbital energy (spin up / spin down) is -9.97 / -9.98 eV. For the energy relative to the best compared isomer or geometry (same formula, charge and spin), the calculation gives 1.1 kcal/mol. The largest force on an atom is 1.39 eV Å⁻¹. As for the spin multiplicity: 2. The HOMO-LUMO gap (spin up / spin down) is 7.9 / 6.7 eV.

No. 2
# C4H8O

A cluster of 2 separate species, C4H8O in total in a non-equilibrium geometry (the ωB97M-V functional and the def2-TZVPD basis, OMol25).

XYZ file:
```
13
C4H8O the ωB97M-V functional and the def2-TZVPD basis
C 1.90 -0.34 -0.13
C 0.72 -0.17 -0.97
C -1.24 -0.51 0.05
C -1.73 0.71 0.61
O -0.36 0.80 0.34
H 2.28 0.53 0.41
H 1.76 -1.17 0.56
H 2.70 -0.61 -0.84
H 0.83 0.81 -1.43
H -1.51 -0.77 -0.95
H -1.07 -1.34 0.72
H -1.93 0.75 1.67
H -2.36 1.32 -0.02
```

The value obtained for the highest occupied orbital energy is -7.46 eV. For the energy relative to the best compared isomer or geometry (same formula, charge and spin), the calculation gives 148.9 kcal/mol. The largest force on an atom is 1.56 eV Å⁻¹. The HOMO-LUMO gap is 8.5 eV.

No. 3
# C5H14

A cluster of 2 separate species, C5H14 in total in a non-equilibrium geometry (the ωB97M-V functional and the def2-TZVPD basis, OMol25).

XYZ file:
```
19
C5H14 the ωB97M-V functional and the def2-TZVPD basis
C 1.33 -1.33 -0.99
C 0.05 -1.23 -2.07
C -0.13 0.29 -2.52
H 1.21 -2.29 -0.53
H 1.24 -0.48 -0.23
H 2.30 -1.24 -1.48
H 0.35 -1.89 -3.01
H -0.86 -1.53 -1.44
H -0.32 0.92 -1.70
H 0.75 0.71 -3.01
H -0.98 0.51 -3.19
C -0.84 0.22 2.32
C -0.51 1.70 2.63
H 0.13 -0.29 2.51
H -1.33 -0.21 3.22
H -1.26 0.07 1.34
H -1.31 2.33 2.88
H 0.03 2.08 1.81
H 0.14 1.65 3.48
```

The value obtained for the highest occupied orbital energy is -11.03 eV. For the energy relative to the best compared isomer or geometry (same formula, charge and spin), the calculation gives 26.5 kcal/mol. The largest force on an atom is 3.09 eV Å⁻¹. The structure (SMILES) is CCC.CC. The HOMO-LUMO gap is 12.1 eV.